C20H24N2O6S in the gas phase. Source: OMol25; level of theory: wB97M-V/def2-TZVPD.

Last column: natural (NBO) charge in e.
Geometry (Å):
O 3.246 2.809 1.665  -0.94
C 0.625 0.624 2.125  -0.19
C -0.742 0.502 2.302  -0.26
H -1.770 0.500 -2.538  0.22
H -4.382 -2.907 0.998  0.21
H -1.626 2.934 -1.337  0.42
H 2.891 -3.377 2.026  0.22
O -2.950 1.018 1.636  -0.49
H 0.673 2.689 -0.546  0.24
H -2.050 -1.988 1.150  0.18
H -3.907 2.846 1.687  0.20
H 1.537 -2.480 2.722  0.21
H -4.775 1.499 0.913  0.23
C -1.615 1.174 1.455  0.35
C 0.228 -1.381 -0.581  0.32
N -1.995 2.553 -0.476  -0.60
H -4.348 -1.141 0.891  0.21
H 1.319 0.113 2.770  0.24
C -3.342 2.497 -0.331  0.66
O 3.514 0.378 1.323  -0.95
C -1.103 1.960 0.413  0.08
O 0.120 -2.311 0.418  -0.53
C 1.210 -3.168 0.712  -0.06
H 3.438 2.864 -0.810  0.42
H 2.355 -1.387 -0.702  0.22
C 1.447 -0.971 -1.104  -0.31
S 2.883 1.616 0.955  2.32
H -1.154 -0.113 3.086  0.23
H 2.596 -1.702 1.543  0.24
H 4.034 0.084 -0.803  0.23
C 1.116 1.414 1.105  -0.33
C -4.069 -2.063 0.390  -0.62
C 2.889 0.422 -2.614  -0.42
C -2.562 -2.102 0.190  -0.05
C -0.954 -0.814 -1.097  0.22
C 3.794 0.910 -1.475  -0.23
C -3.796 1.971 1.024  -0.16
O -2.230 -1.032 -0.678  -0.52
C 1.542 -0.023 -2.114  -0.02
H -2.260 -3.055 -0.261  0.17
H 3.397 -0.405 -3.117  0.22
C 0.374 0.508 -2.633  -0.25
H 4.731 1.295 -1.887  0.20
C 0.268 2.091 0.253  -0.21
H 2.754 1.226 -3.339  0.21
O -4.111 2.900 -1.171  -0.58
N 3.136 1.915 -0.666  -0.89
H 1.782 -3.386 -0.197  0.18
C 2.119 -2.640 1.818  -0.65
H 0.414 1.231 -3.435  0.21
H 0.737 -4.097 1.049  0.19
H -4.575 -2.107 -0.571  0.21
C -0.849 0.106 -2.135  -0.19

Atoms 1-2, force components in eV/Å:
O -0.1 0.1 -0.2
C 0.1 -0.1 0.1

SMILES	CCOc1ccc(CCNS(=O)(=O)c2ccc3c(c2)NC(=O)CO3)cc1OCC
frontier orbital gap	8.60	eV
ΔE to the lowest compared entry with this formula, charge and spin	1.478	eV
strongest force on any atom	0.9	eV/A
E_HOMO	-8.097	eV

***

C20H24N2OS2 in the gas phase in a non-equilibrium geometry. Source: OMol25; level of theory: wB97M-V/def2-TZVPD.

Last column: natural (NBO) charge in e.
Geometry (Å):
C -1.057 -1.179 3.946  -0.22
H -2.033 1.213 -2.883  0.35
C -3.241 -0.849 5.098  -0.22
N -1.075 1.300 -2.671  -0.64
H 3.857 1.917 -2.653  0.25
C 0.746 0.039 1.900  0.14
H 3.341 -0.861 3.673  0.23
H 0.907 1.378 0.031  0.23
O 4.967 1.387 -0.271  -1.00
H 0.931 -1.359 -3.614  0.20
H -2.486 -0.175 -0.894  0.19
H -3.864 -0.683 5.984  0.23
H -0.664 -1.862 -1.949  0.20
H 0.479 0.124 -5.479  0.21
S 3.685 2.121 -0.276  1.26
H -2.025 -1.075 -2.885  0.19
C -3.674 -0.347 3.915  -0.20
H -4.736 -0.021 3.855  0.22
H 4.490 0.815 2.318  0.25
H 0.844 1.522 -3.308  0.19
H 0.008 -1.362 0.089  0.20
C -0.919 -0.940 0.412  -0.22
C 3.339 1.375 -1.868  -0.78
C 2.686 1.163 0.961  -0.17
C -0.069 -1.136 -3.878  -0.41
C -1.499 -0.608 2.800  0.15
C -0.128 1.412 -3.835  -0.22
C 1.465 -0.439 2.966  -0.16
C -0.947 -1.066 -2.651  -0.40
C -0.727 0.149 -1.856  -0.06
H -1.517 1.144 -0.170  0.23
C -1.442 0.121 -0.577  -0.40
H 2.239 1.426 -2.010  0.19
C -0.309 0.118 -4.693  -0.42
C 2.794 -0.226 2.982  -0.22
H -1.707 -1.730 0.466  0.22
H -3.130 0.210 1.911  0.21
C -1.844 -1.339 5.104  -0.19
H -0.269 2.325 -4.445  0.21
N -0.700 -0.287 1.677  -0.45
H 0.305 0.162 -1.598  0.17
H 3.682 0.372 -1.823  0.25
C 3.343 0.659 2.093  -0.22
C -2.857 -0.329 2.790  -0.22
H -0.523 -1.915 -4.471  0.21
H -1.319 -0.021 -5.161  0.21
S 0.636 -1.606 4.041  0.29
H -1.338 -1.826 6.011  0.23
C 1.356 0.793 0.899  -0.28

Atoms 1-2, force components in eV/Å:
C 0.8 -0.4 2.3
H -1.2 0.1 -0.9

frontier orbital gap	8.44	eV
ΔE to the lowest compared entry with this formula, charge and spin	0.242	eV
strongest force on any atom	4.6	eV/A
E_HOMO	-7.832	eV

***

A 2-piece molecular cluster, C20H24N2S2 overall in a non-equilibrium geometry. Source: OMol25; level of theory: wB97M-V/def2-TZVPD.

Last column: natural (NBO) charge in e.
Geometry (Å):
C -0.660 1.412 2.531  0.05
H -1.725 3.532 3.562  0.22
H 1.089 0.350 -1.489  0.24
C 1.380 4.912 3.843  -0.16
H 1.716 -1.682 -2.832  0.20
C 0.395 -2.631 -4.885  -0.40
H 1.875 5.827 4.175  0.22
C 1.051 -0.461 2.327  -0.14
S -0.276 1.952 -0.179  -0.11
C 0.290 -2.593 1.424  0.04
C 0.565 -4.000 1.006  -0.64
H 0.142 -4.723 1.718  0.23
H -2.321 -0.437 1.804  0.22
C 0.332 -0.325 -1.917  -0.23
H 1.863 0.130 2.747  0.22
H -2.752 0.198 -3.190  0.25
C -1.884 -0.415 -2.905  -0.23
C -0.269 0.067 2.267  -0.17
H -2.049 -1.826 -4.502  0.20
C 1.318 -1.735 1.836  -0.22
H 0.098 -4.215 0.035  0.23
H 3.222 3.906 3.311  0.22
N -0.108 -1.808 -3.799  -0.45
H -1.139 -0.332 -4.934  0.16
C -1.312 -1.091 -4.143  -0.22
C -0.021 4.805 3.908  -0.21
H 2.092 1.938 2.344  0.22
H 2.344 -2.098 1.792  0.22
C -1.338 1.320 -1.314  -0.12
C 0.906 -1.010 -3.156  -0.22
C -1.298 -0.823 1.834  -0.05
C 2.133 3.837 3.345  -0.22
H 0.780 -2.042 -5.736  0.16
N -0.863 0.423 -2.289  -0.46
H -1.742 1.586 2.472  0.23
S -2.960 1.748 -1.238  -0.21
C 1.504 2.686 2.871  -0.17
H -0.619 5.639 4.276  0.22
H 1.640 -4.186 0.930  0.22
H 1.333 -0.238 -3.830  0.16
C -0.641 3.633 3.509  -0.16
H -0.415 -3.272 -5.252  0.20
C -1.029 -2.118 1.448  -0.25
H -1.847 -2.785 1.175  0.22
H -2.210 -1.213 -2.211  0.18
H 1.213 -3.265 -4.517  0.20
C 0.099 2.530 2.991  -0.06
H 0.102 -1.105 -1.164  0.18

Atoms 1-2, force components in eV/Å:
C -0.5 0.0 -1.2
H 0.2 0.1 0.0

frontier orbital gap	4.69	eV
strongest force on any atom	1.8	eV/A
E_HOMO	-6.793	eV